(w)
The following is a DFT calculation (ωB97M-V/def2-TZVPD) of the molecule C3H7BO.

The geometry in XYZ format:
```
12
Properties=species:S:1:pos:R:3:mulliken_charge:R:1
O -0.2589 -0.2302 -1.1888 -0.5517
C -0.1034 1.5639 0.6549 -1.0022
C -0.3199 -1.3875 -0.5044 0.1311
C 0.6507 -1.7241 0.2989 -0.7121
B -0.0862 1.0635 -0.8765 0.5164
H -1.3103 -2.0649 -0.5582 0.2256
H -0.1757 2.6214 0.8216 0.3060
H 0.4686 -2.5965 0.8842 0.2725
H -0.0868 1.6182 -1.8844 -0.1037
H 1.6207 -1.1901 0.1839 0.2483
H -1.0456 1.1804 0.9233 0.3306
H 0.6467 1.1460 1.2457 0.3393
```

Computed properties:
E_LUMO: 0.86 eV
SMILES: C=COBC
HOMO-LUMO gap: 10.3598 eV

(x)
The following is a DFT calculation (ωB97M-V/def2-TZVPD) of a cluster of 2 separate species, C3H7BO in total.

The geometry in XYZ format:
```
12
Properties=species:S:1:pos:R:3:mulliken_charge:R:1
O -1.7469 0.1763 -1.3371 -0.4663
C 0.7027 1.3989 1.0092 -0.4329
C 0.1233 -1.7464 -1.0094 -1.0001
C 1.4269 2.2235 0.3206 -0.4215
B -0.5666 -0.2616 -0.8386 0.3278
H -0.3915 -2.5000 -0.4930 0.3728
H 0.4244 1.2419 1.9727 0.3107
H 1.6650 2.1076 -0.7531 0.1694
H 1.9840 3.0066 0.8936 0.2165
H 0.1946 -1.9328 -2.0380 0.3597
H 1.1475 -1.7388 -0.4977 0.2284
H -2.2868 -0.5527 -1.8082 0.3356
```

Computed properties:
E_LUMO (alpha / beta): 0.09 / 0.21 eV
HOMO-LUMO gap (alpha / beta): 7.7072 / 7.4506 eV

Decreasing stability: (w), (x)

(w)
The following is a DFT calculation (ωB97M-V/def2-TZVPD) of the molecule C3H5FS.

The geometry in XYZ format:
```
10
Properties=species:S:1:pos:R:3:mulliken_charge:R:1
S -2.1708 -0.5866 0.1524 -0.2097
F 1.5446 -1.2634 -0.0226 -0.2634
C 0.6517 0.7821 -0.0708 -0.4103
C -0.4353 -0.2949 -0.2034 -0.4269
C 0.7339 -0.3617 0.6205 0.2386
H 0.6127 0.1106 1.6811 0.2615
H 0.0136 -1.2295 -0.9781 0.2310
H -2.6208 0.3202 -0.6457 0.1078
H 1.4726 0.8831 -0.9564 0.1938
H 0.1979 1.6402 0.4230 0.2774
```

Computed properties:
E_LUMO: 0.95 eV
SMILES: F[C@H]1C[C@@H]1S
HOMO-LUMO gap: 10.0813 eV

(x)
The following is a DFT calculation (ωB97M-V/def2-TZVPD) of the molecule C3H5FS.

The geometry in XYZ format:
```
10
Properties=species:S:1:pos:R:3:mulliken_charge:R:1
S -0.4584 0.8310 1.3146 -0.1532
F 0.8510 -0.2313 -1.8593 -0.2975
C -1.2248 0.0390 -0.2772 -0.7721
C 1.1056 -0.7693 -0.5892 -0.2844
C -0.0128 -0.5835 0.3936 0.1464
H 0.1923 -1.4953 0.9599 0.3525
H -0.9693 0.4281 -1.1876 0.2901
H -2.3565 -0.1431 -0.1600 0.2729
H 2.1926 -0.1637 -0.4264 0.2016
H 1.4094 -1.9567 -0.6482 0.2438
```

Computed properties:
E_LUMO: 0.77 eV
SMILES: FC[C@@H]1CS1
HOMO-LUMO gap: 9.7292 eV

Decreasing stability: (x), (w)

(w)
The following is a DFT calculation (ωB97M-V/def2-TZVPD) of a structure of composition C27H35KN6O8.

The geometry in XYZ format:
```
77
Properties=species:S:1:pos:R:3:mulliken_charge:R:1
K -0.8227 0.5837 0.1327 1.3185
O 3.1089 2.4546 0.5083 -0.8151
O 0.2369 1.0510 -2.1949 -0.5378
O -2.0353 2.7546 -0.3088 -0.7321
O 1.0467 1.8205 1.1032 -0.6948
O 1.6899 -3.7620 -2.4002 -0.8373
O -0.9173 4.6391 0.2090 -0.8350
O -3.0095 -0.5640 1.7124 -0.6668
O -1.0472 -4.6675 -1.2612 -0.7463
N 1.9242 -0.8952 -0.2907 1.7199
N 0.0718 -2.6213 -1.1870 0.0955
N 0.5259 -2.2571 2.9129 -0.6490
N -2.4791 -1.1395 3.8510 0.0887
N 0.3516 -1.2864 1.8876 0.5743
N -2.2270 -1.3674 -1.2783 0.2548
C -2.2646 -2.6591 -1.5539 0.2847
C -2.4354 -0.3354 2.7534 0.3206
C 1.5642 1.5959 -2.1220 0.0559
C 2.8178 0.0243 0.0824 -1.8080
C -0.4131 2.2723 -2.5911 0.4202
C 1.4356 2.7719 -1.1259 0.0015
C 2.3198 -1.8747 -1.1077 0.4460
C 1.7596 2.1364 -3.5502 -1.0976
C 1.2932 -2.8971 -1.6084 -0.4946
C 1.8812 2.3255 0.3095 0.1278
C -0.0010 3.2898 -1.5107 -0.1814
C 1.5475 -3.1617 4.8761 -1.8969
C 4.1452 0.0002 -0.3166 -0.5901
C 1.7422 -2.1589 3.7429 2.0754
C -0.9773 -3.4421 -1.3388 -0.0670
C -3.4119 -3.2901 -2.0265 -0.6788
C -3.1362 -2.4242 3.7723 -0.9932
C -4.5204 -1.1711 -1.8976 -1.0220
C -1.8500 -0.7560 5.0880 -0.7842
C -3.3310 -0.6402 -1.4193 -0.2120
C -4.5531 -2.5274 -2.2141 -0.2376
C -1.0773 3.5759 -0.4117 -0.0283
C 4.5630 -1.0384 -1.1414 -0.9325
C 3.6378 -1.9847 -1.5455 -0.1568
C 2.9441 -2.5629 2.8958 -1.5391
C 0.3193 2.5873 -3.9041 -0.9970
C 1.9692 -0.7588 4.3302 -1.5253
H 5.5940 -1.0991 -1.4736 0.3645
H -3.3724 -4.3535 -2.2207 0.4807
H -0.0903 1.9900 -4.7207 0.3334
H -1.3338 0.1937 4.9522 0.2321
H -2.5895 -0.6409 5.8880 0.4077
H 2.1015 1.3420 -4.2153 0.3389
H 2.7904 -3.5553 2.4688 0.3664
H -1.8403 0.5774 2.9192 0.2941
H 4.8197 0.7810 0.0077 0.5249
H -3.2613 0.4054 -1.1148 0.4338
H -1.4857 2.1131 -2.6622 0.4545
H 2.4458 0.8355 0.7113 0.8300
H -0.2844 -2.1866 3.5211 -0.0248
H 2.8565 -0.7550 4.9683 0.4514
H 2.1264 -0.0053 3.5558 0.3561
H -5.4627 -2.9837 -2.5894 0.3688
H 2.2591 0.8198 -1.8279 0.0566
H -3.8573 -2.3958 2.9593 0.2953
H 0.1339 4.2695 -1.9755 0.4935
H 2.1704 3.5315 -1.3893 0.6301
H 1.3726 -4.1582 4.4673 0.3851
H -5.3921 -0.5386 -2.0071 0.4295
H 3.8811 -2.8093 -2.2013 0.5215
H 3.0772 -1.8632 2.0754 0.2273
H 0.7631 -0.3823 2.1332 0.1853
H 1.1131 -0.4524 4.9400 0.1717
H -3.6474 -2.6351 4.7149 0.3572
H 0.2485 3.6421 -4.1742 0.3833
H 3.8572 -2.5624 3.4970 0.4388
H 2.4865 2.9491 -3.5782 0.3995
H -1.1129 -1.4994 5.4108 0.2015
H 0.7720 -1.5996 1.0089 -0.4379
H 2.4299 -3.1914 5.5193 0.4146
H -2.4207 -3.2264 3.5662 0.2700
H 0.6885 -2.8889 5.4986 0.3373
```

Computed properties:
Total charge: -2
E_LUMO: 4.04 eV
HOMO-LUMO gap: 6.7477 eV

(x)
The following is a DFT calculation (ωB97M-V/def2-TZVPD) of a structure of composition C27H35KN6O8.

The geometry in XYZ format:
```
77
Properties=species:S:1:pos:R:3:mulliken_charge:R:1
K 1.7352 -0.5666 -1.3180 0.8798
O 2.2899 1.2255 0.3558 -0.2641
O 5.4240 -1.4161 -1.1902 -0.8190
O 2.1574 -1.7869 0.4601 -0.2478
O 3.7613 -0.1996 -2.1355 -0.9037
O -2.0498 -2.2727 0.6089 -0.8006
O -3.4289 -1.0150 -3.1081 -0.8087
O -2.1299 1.4632 -5.1717 -0.7602
O 3.4816 -2.5099 2.1558 -0.8135
N -1.8658 0.3415 2.1139 -0.6307
N -0.1035 -2.2298 -2.6934 -0.3355
N -0.5547 -3.1976 2.0860 0.3204
N -0.8288 2.4908 -2.0247 0.1618
N -0.5896 0.7248 1.5797 -0.1505
N -1.4276 0.0942 -3.4466 -0.0897
C -1.0398 2.4923 -3.3513 0.3824
C 3.3639 2.0655 2.2369 -1.1605
C -1.5770 -3.8988 2.8308 -1.1806
C -2.9926 1.2034 1.7079 2.2477
C 3.6059 1.6253 -0.0989 0.0094
C 0.0034 4.7445 -2.1804 -0.9971
C 4.5453 -0.5271 -1.1879 0.0819
C 2.7024 0.7931 1.6747 -0.3493
C 3.7883 -0.2709 1.3840 0.2012
C -1.4296 -2.2558 -2.8544 0.5292
C 3.1108 -1.6686 1.3064 -0.5163
C -0.3295 3.6041 -1.4643 0.1278
C -2.1656 -3.4239 -2.7048 -0.3726
C 0.8481 -3.2140 2.5409 -0.5858
C -2.9608 2.4743 2.5520 -1.9449
C -2.1854 -0.9559 -3.1751 0.0093
C 4.4597 0.3563 0.1001 -0.0823
C -0.1530 -4.5468 -2.0662 -0.6723
C -4.2482 0.4057 2.0234 -1.9559
C -0.2248 4.7408 -3.5503 -0.1997
C -2.9724 1.5578 0.2142 -1.5686
C 3.9674 2.6972 0.9397 -0.9291
C -0.7686 3.6096 -4.1367 -0.5695
C -1.6137 1.2480 -4.0640 -0.0776
C 0.5090 -3.3524 -2.2987 -0.1064
C -0.8946 -2.4551 1.0006 -0.1066
C -1.5223 -4.5804 -2.3008 -0.3104
H 5.0439 2.8770 1.0024 0.4058
H -1.1773 -4.8471 3.1932 0.4518
H 3.4726 3.6382 0.6885 0.3283
H 4.1201 1.8191 2.9818 0.3756
H 2.6269 2.7188 2.7042 0.2892
H -4.2265 0.0651 3.0654 0.4232
H -0.6011 0.7313 0.5685 0.0537
H -3.0008 2.2229 3.6187 0.4077
H -2.9279 0.6560 -0.4128 0.3033
H -3.2362 -3.3724 -2.8512 0.4189
H 5.4949 0.6060 0.3183 0.5369
H 3.5693 1.9705 -1.1271 0.6125
H -5.1412 1.0186 1.8692 0.4454
H 1.2976 -2.2267 2.4430 -0.1189
H -2.4255 -4.0848 2.1796 0.3405
H 0.8716 -3.5055 3.5906 0.3792
H 1.5902 -3.2816 -2.1660 0.4257
H -0.9846 3.5483 -5.1974 0.4615
H 1.8525 0.4260 2.2348 0.7632
H -2.1099 2.1804 -0.0410 0.1036
H -1.9288 -3.3159 3.6903 0.2866
H 0.0205 5.6112 -4.1508 0.3749
H -0.3542 1.6532 1.8941 0.3632
H 1.4726 -3.8938 1.9604 0.3157
H -3.8776 2.1174 -0.0495 0.5962
H -4.3114 -0.4720 1.3679 0.3394
H -2.0594 -0.5776 1.7472 0.2252
H -0.1626 3.5706 -0.3897 0.2881
H 0.3902 -5.4162 -1.7200 0.4092
H -2.0408 3.0421 2.3653 0.2929
H 4.4931 -0.3388 2.2017 0.3988
H -2.0831 -5.4939 -2.1401 0.3812
H -3.8086 3.1238 2.3009 0.4119
H 0.4374 5.6010 -1.6774 0.3750
H 0.0075 -1.9850 0.5875 0.8935
```

Computed properties:
Total charge: -2
E_LUMO: 4.13 eV
HOMO-LUMO gap: 7.1918 eV

Decreasing stability: (x), (w)

(w)
The following is a DFT calculation (ωB97M-V/def2-TZVPD) of a structure of composition C7H9NO2.

The geometry in XYZ format:
```
19
Properties=species:S:1:pos:R:3:mulliken_charge:R:1
O -2.4276 -1.4690 0.2465 -0.3782
O 3.8123 -0.5826 0.1672 -0.4452
N 1.6015 -0.0600 -0.2040 0.1240
C -0.2495 1.1770 0.6377 -0.7988
C -2.1947 -0.3592 -0.5716 -0.5349
C 0.3148 -0.4680 -0.9535 -1.0549
C -0.7368 -0.1840 -0.0041 1.4211
C 2.6697 -0.7363 -0.1298 0.2427
C -1.1778 -1.2867 0.8952 -0.7873
C 1.2697 1.1283 0.5127 -0.7252
H -2.4693 -0.4366 -1.6811 0.2812
H 0.5215 0.1508 -1.8182 0.3620
H -0.4699 1.1153 1.6238 0.4422
H 0.5463 -1.5415 -1.3613 0.3223
H -2.9794 0.4438 -0.3588 0.2414
H -0.6193 -2.0727 1.4849 0.3576
H -0.7302 2.0070 0.0337 0.2907
H 1.6247 2.0298 -0.0688 0.2827
H 1.6941 1.1445 1.5496 0.3565
```

Computed properties:
E_LUMO (alpha / beta): 0.37 / 0.38 eV
HOMO-LUMO gap (alpha / beta): 7.6082 / 8.1781 eV

(x)
The following is a DFT calculation (ωB97M-V/def2-TZVPD) of the molecule C7H9NO2.

The geometry in XYZ format:
```
19
Properties=species:S:1:pos:R:3:mulliken_charge:R:1
O 0.1524 2.5748 -1.2710 -0.3221
O 0.5808 -1.6121 -1.3148 -0.6620
N 0.2191 -1.4214 0.9834 0.1332
C -1.0880 2.5088 -0.5615 -0.7058
C 0.3859 -2.8306 1.1609 -1.0715
C 0.6951 1.3998 -1.2020 -0.7430
C 0.2430 -0.9139 -0.3373 0.6186
C -0.1275 0.4827 -0.4614 0.3194
C -1.1985 1.2250 -0.0386 -0.4925
C -0.0051 -0.6007 2.1297 -0.9080
H 0.4671 -3.5514 0.3545 0.2989
H 0.3240 -1.2787 3.1371 0.2951
H 0.6440 0.3610 2.0522 0.3407
H -1.9249 0.8493 0.4711 0.7282
H 1.3640 -2.8104 1.7716 0.3773
H -1.0284 -0.5426 2.3659 0.3189
H 1.4247 1.4180 -1.7295 0.7220
H -0.5412 -3.2342 1.5204 0.3472
H -1.5577 3.4112 -0.2800 0.4054
```

Computed properties:
E_LUMO: 0.74 eV
SMILES: CN(C)C(=O)c1ccoc1
HOMO-LUMO gap: 9.4416 eV

Decreasing stability: (x), (w)

(w)
The following is a DFT calculation (ωB97M-V/def2-TZVPD) of a structure of composition C6H11NO4.

The geometry in XYZ format:
```
22
Properties=species:S:1:pos:R:3:mulliken_charge:R:1
O 3.2355 0.8328 0.3293 -0.4785
O -2.6992 1.0694 0.1558 -0.4731
O 2.1238 -0.4929 -1.3227 -0.5788
O -0.6689 1.9012 0.1684 -0.4732
N -1.8554 -1.0691 -1.2522 -0.5924
C -0.8623 -0.2986 -0.6987 0.3135
C -0.9588 -1.4942 1.4963 -1.5750
C 1.2211 -0.3316 0.9190 -0.4613
C -1.3501 1.0441 -0.1178 0.3162
C 2.1886 0.0149 -0.1625 0.3668
C -0.0357 -1.1183 0.3625 -1.1202
H -1.7051 -1.8514 -2.1114 0.2719
H -2.6080 1.9634 0.5608 0.3381
H -0.8289 -2.0627 2.2396 0.6494
H -2.7486 -0.6258 -1.7435 0.2789
H -2.0311 -1.7989 1.3033 0.3326
H 0.1593 0.4443 -1.3473 0.1225
H -0.8623 -0.5735 2.2184 0.2823
H 3.8164 0.7328 -0.6118 0.4061
H 0.2566 -1.7493 -0.1398 1.4838
H 0.5492 0.6414 1.4776 0.2560
H 1.8435 -1.0179 1.4807 0.3348
```

Computed properties:
E_LUMO: 0.70 eV
HOMO-LUMO gap: 9.6862 eV

(x)
The following is a DFT calculation (ωB97M-V/def2-TZVPD) of a structure of composition C6H11NO4.

The geometry in XYZ format:
```
22
Properties=species:S:1:pos:R:3:mulliken_charge:R:1
O 2.8071 -1.5581 0.1035 -0.4810
O -0.4054 -2.4218 -0.5875 -0.5515
O -2.2586 -1.8451 0.4230 -0.4995
O 2.1170 0.1026 -1.2884 -0.6501
N -2.2703 0.5999 -0.8483 -0.7562
C 1.0739 -0.3799 0.9587 -2.3956
C -1.1285 -1.5250 -0.2859 -0.0736
C -0.1536 0.5899 0.6630 0.2671
C 2.0928 -0.6609 -0.2084 0.5408
C -0.9228 -0.0868 -0.5735 0.3669
C 0.2661 2.0696 0.2302 -1.1557
H -2.9019 0.8301 -0.1252 0.2957
H -2.4440 -2.8243 0.5849 0.3639
H -1.0498 0.7905 1.2170 0.7378
H -0.1691 2.3689 -0.9828 0.1678
H 0.9690 -0.9120 1.6294 1.4964
H -2.0743 1.8496 -1.1917 0.3364
H 1.6502 0.1042 1.7673 0.6830
H 3.6314 -1.8766 -0.8164 0.4860
H 0.1449 2.9007 1.0732 0.2285
H 1.2576 2.2529 -0.0581 0.3430
H -0.2316 -0.3682 -1.6840 0.2499
```

Computed properties:
E_LUMO: -0.28 eV
HOMO-LUMO gap: 9.0599 eV

Decreasing stability: (w), (x)